(1)
DFT (ωB97M-V/def2-TZVPD) results for 10 unconnected molecules or ions with the total composition C22H62ClO21S9.

Structure (XYZ):
```
115
Properties=species:S:1:pos:R:3:forces:R:3:lowdin_charge:R:1
Cl -0.08751 -0.27806 -0.43889 2.43 0.46 -0.16 0.632
O -1.25950 0.47437 -0.77779 -0.90 -0.53 0.06 -0.354
O 0.58249 -0.78540 -1.61074 -0.66 -0.27 -0.37 -0.361
O 0.84321 0.66489 0.17724 -0.29 -0.41 0.71 -0.394
O -0.33954 -1.40630 0.45097 -0.59 0.65 0.00 -0.385
O 0.22125 4.42666 -5.15577 -0.31 -0.16 0.50 -0.282
S -0.58382 4.77134 -4.01640 0.83 1.47 0.30 0.599
O -1.81402 4.07194 -3.77840 0.39 0.04 0.29 -0.278
O 0.32963 4.87860 -2.67139 -0.63 -0.27 -0.70 -0.282
C 0.65183 3.66054 -1.95358 -0.23 -1.07 -0.24 -0.250
C 1.47130 2.71969 -2.80357 1.05 -0.27 0.20 -0.068
C -0.85163 6.54801 -4.06915 -0.40 -0.26 -0.21 -0.116
H -0.28075 3.18053 -1.64285 0.01 0.07 0.06 0.101
H 1.21993 3.93774 -1.06823 -0.09 0.41 -0.09 0.118
H 0.93368 2.21343 -3.60190 -0.12 0.29 -0.09 0.083
H 1.94210 1.92912 -2.21266 -0.46 0.01 0.34 0.075
H 2.34003 3.26610 -3.18104 -0.25 0.08 -0.40 0.088
H 0.06326 7.03429 -4.39305 0.12 -0.13 0.12 0.069
H -1.17242 6.90688 -3.09562 0.07 -0.11 0.06 0.053
H -1.63674 6.75854 -4.79483 0.02 -0.20 -0.05 0.071
O 4.31226 4.15056 0.40187 -0.35 -0.16 0.51 -0.277
S 4.43219 3.66512 1.74584 0.19 0.76 0.09 0.586
O 5.65333 3.90897 2.46045 0.01 -0.56 -0.14 -0.291
O 3.27236 4.37750 2.60195 0.14 -0.35 -0.53 -0.262
C 3.40479 4.46291 4.04162 0.17 -0.01 0.24 -0.254
C 2.93972 5.82215 4.50081 -1.33 0.26 -0.50 -0.064
C 3.98611 1.94293 1.70612 -0.22 0.16 0.39 -0.099
H 4.43994 4.29093 4.32868 0.04 -0.01 -0.13 0.108
H 2.78364 3.67598 4.46738 -0.04 -0.02 0.03 0.108
H 2.88529 5.87570 5.58712 0.48 0.10 0.02 0.084
H 1.90081 5.98767 4.18609 -0.01 -0.29 0.00 0.065
H 3.43817 6.66910 4.03144 0.62 -0.19 0.32 0.084
H 2.91833 1.89597 1.49295 0.10 -0.07 -0.36 0.045
H 4.15103 1.42237 2.64788 0.23 0.31 0.13 0.067
H 4.59532 1.49563 0.92558 -0.12 -0.01 -0.10 0.082
O -1.04158 -3.81465 -7.18887 -0.01 -0.21 0.42 -0.291
S -2.13418 -3.35193 -6.38646 -1.19 1.08 0.25 0.614
O -3.09123 -4.26760 -5.79555 0.90 0.61 -0.64 -0.291
O -1.59755 -2.35882 -5.22351 -0.05 -0.31 -1.09 -0.260
C -1.64778 -2.75938 -3.84647 -0.14 -1.22 0.58 -0.240
C -0.83382 -4.02228 -3.59910 0.92 0.20 0.68 -0.073
C -2.99822 -2.05969 -7.37190 0.81 -1.67 1.13 -0.097
H -2.67125 -2.99299 -3.53988 -0.11 0.25 -0.29 0.089
H -1.28397 -1.91646 -3.26181 0.14 0.07 -0.23 0.114
H -1.20497 -4.89508 -4.13012 -0.16 0.06 0.01 0.075
H -0.80253 -4.23634 -2.52365 -0.49 -0.06 -0.03 0.065
H 0.23565 -3.90666 -3.80394 -0.16 0.23 -0.51 0.071
H -2.20127 -1.37172 -7.62852 -0.28 0.40 0.07 0.064
H -3.76409 -1.73683 -6.67507 -0.07 0.55 -0.33 0.065
H -3.39099 -2.56227 -8.24969 -0.11 0.02 -0.01 0.062
O 0.98195 0.63450 5.41292 -0.46 0.63 -0.36 -0.287
S -0.05891 1.41886 4.80114 -0.68 -0.42 -0.53 0.605
O -1.03481 2.12094 5.60183 0.66 -0.50 -0.39 -0.288
O 0.66872 2.45254 3.82569 0.30 -0.35 1.04 -0.279
C -0.11482 3.47674 3.21809 -0.63 0.74 -0.91 -0.253
C 0.03030 3.35112 1.71670 0.51 0.03 -0.27 -0.059
C -0.86631 0.40587 3.52151 0.63 0.45 1.20 -0.084
H 0.23055 4.45326 3.56088 0.25 -0.20 0.15 0.111
H -1.17278 3.42661 3.48480 0.13 -0.25 0.31 0.115
H -0.64723 2.62392 1.27090 -0.14 0.12 0.02 0.061
H 1.02634 2.98827 1.46389 0.04 0.07 0.10 0.054
H -0.04806 4.33087 1.24336 -0.31 -0.04 -0.03 0.080
H -1.14437 -0.52089 4.01693 -0.04 -0.08 -0.14 0.063
H -0.07555 0.27249 2.78673 -0.26 -0.23 -0.26 0.051
H -1.73928 0.93001 3.14557 0.06 0.04 -0.12 0.073
C -1.89325 -3.90855 2.65184 0.96 1.07 0.02 -0.272
S -0.60075 -4.75795 3.60429 -0.47 -0.57 -0.08 0.812
O -1.24787 -5.78948 4.48353 0.19 0.63 -0.35 -0.563
C -0.00021 -5.67036 2.16779 0.06 -0.15 0.51 -0.257
H -1.41696 -3.45071 1.77848 0.10 -0.58 -0.25 0.019
H -2.15493 -2.97828 3.16227 -0.68 -0.53 0.53 0.046
H -2.69608 -4.59146 2.39404 -0.14 0.07 0.13 0.057
H 0.81485 -6.30740 2.50800 0.11 0.14 -0.07 0.054
H 0.32505 -4.95035 1.42058 0.07 -0.16 -0.16 0.040
H -0.82070 -6.31399 1.85128 -0.03 0.13 -0.24 0.059
C 2.38277 -2.30306 2.37498 -0.23 0.22 0.26 -0.248
S 3.57549 -3.03937 3.53276 0.52 -0.01 -0.91 0.816
O 4.80827 -3.20143 2.68175 -0.48 0.26 0.75 -0.570
C 3.81505 -1.62291 4.68010 -0.40 -0.78 -0.67 -0.237
H 2.50124 -2.83214 1.43190 0.16 -0.11 0.07 0.026
H 2.59731 -1.24549 2.22437 0.05 -0.01 -0.06 0.045
H 1.34669 -2.41888 2.69592 0.06 0.02 0.22 0.027
H 3.06882 -1.78036 5.45682 0.05 0.30 0.13 0.044
H 3.66385 -0.68389 4.15577 0.12 0.10 0.11 0.027
H 4.82540 -1.74889 5.05822 0.01 0.10 0.08 0.046
C -5.60400 -4.26346 0.01618 -0.19 0.63 -0.28 -0.275
S -4.14074 -4.62593 -0.96269 0.66 1.27 -0.54 0.818
O -4.47392 -4.29596 -2.38878 -0.21 -0.60 0.46 -0.559
C -3.18691 -3.14653 -0.47212 -0.33 -0.47 0.42 -0.251
H -6.31375 -5.03501 -0.27325 -0.19 0.07 0.34 0.045
H -5.96395 -3.27369 -0.27597 -0.09 -0.14 -0.33 0.059
H -5.42515 -4.17923 1.08742 0.19 -0.60 0.02 0.049
H -3.25482 -3.01014 0.60519 0.17 0.02 -0.01 0.024
H -3.63898 -2.29027 -0.96837 -0.03 -0.07 -0.17 0.070
H -2.15262 -3.27545 -0.77945 0.01 0.07 0.01 0.031
C -2.34977 5.59646 -0.58691 0.83 -0.44 0.07 -0.276
S -3.55334 4.93611 0.58739 0.18 0.08 -0.66 0.810
O -4.83079 5.65812 0.28816 0.27 -0.51 0.14 -0.571
C -3.59026 3.25003 -0.16556 -0.24 0.92 0.87 -0.226
H -2.78366 5.64137 -1.58413 -0.20 0.16 0.08 0.051
H -1.49077 4.92185 -0.63712 -0.17 -0.17 0.04 0.018
H -1.91548 6.53762 -0.25296 -0.53 0.23 0.02 0.055
H -4.23183 2.69182 0.51448 -0.18 -0.16 -0.30 0.043
H -2.58952 2.82539 -0.11258 0.04 0.01 -0.23 0.021
H -3.99106 3.34218 -1.17059 0.04 -0.20 -0.07 0.061
C 2.27218 -6.18426 -1.75298 0.90 -0.45 -0.22 -0.272
S 3.21634 -5.01707 -0.74412 0.28 1.03 -0.50 0.796
O 4.67804 -5.22065 -0.97540 -0.60 -0.42 0.01 -0.549
C 2.78123 -3.57143 -1.75780 -0.92 0.02 -0.44 -0.252
H 2.47635 -5.98018 -2.80400 -0.15 0.02 -0.04 0.054
H 1.20857 -6.18082 -1.53052 0.00 0.17 0.10 0.044
H 2.71889 -7.15195 -1.51638 -0.24 -0.07 0.04 0.046
H 3.31770 -3.53810 -2.70883 0.68 -0.21 0.41 0.067
H 2.87197 -2.64121 -1.20413 0.19 -0.03 0.02 0.041
H 1.75193 -3.65344 -2.12350 -0.17 0.01 0.63 0.022
```
Forces are in eV/Å.

Calculated values
LUMO level ... 1.86 eV
E_HOMO ... -7.00 eV
Gap between HOMO and LUMO ... 8.9 eV
Charge ... -1
M ... 986.77 g mol⁻¹

=====

(2)
DFT (ωB97M-V/def2-TZVPD) results for a single C7H12O molecule.

Structure (XYZ):
```
20
Properties=species:S:1:pos:R:3:forces:R:3:lowdin_charge:R:1
C -2.61931 -0.80656 -0.42834 0.99 0.48 0.62 -0.040
C -1.60066 0.24283 0.01433 -2.79 3.41 0.71 -0.281
O -2.16022 1.36747 0.35431 3.56 -3.90 -1.03 -0.019
C -0.12450 -0.24651 0.04431 -1.11 1.68 -0.39 -0.182
C 0.06441 -1.66454 -0.35374 1.72 -2.73 -0.76 -0.090
C 0.90280 0.59488 0.28724 -0.22 0.49 -0.45 -0.279
C 0.87470 2.07489 0.22558 -3.39 -0.09 1.89 -0.049
C 2.31020 0.22836 0.51687 0.86 -2.13 -0.59 -0.062
H -2.41843 -1.02951 -1.45665 0.44 -1.02 -0.48 0.078
H -3.63509 -0.46836 -0.43954 -0.36 0.65 0.52 0.073
H -2.49454 -1.60291 0.30595 -0.31 -0.56 -0.63 0.080
H -0.68143 -2.32347 0.12864 0.91 0.05 0.20 0.063
H 1.18707 -2.06896 -0.20043 -2.83 0.87 0.03 0.113
H -0.12496 -1.94211 -1.45288 0.20 1.10 1.23 0.106
H -0.14402 2.46253 0.17996 -0.02 -0.04 0.15 0.074
H 1.32796 2.43514 -0.62854 1.54 0.56 -1.73 0.069
H 1.31195 2.44911 1.12884 0.57 0.57 0.36 0.090
H 2.53109 0.05402 1.56873 -0.16 0.29 0.27 0.098
H 2.98986 1.00625 0.14926 -0.10 -0.42 0.00 0.090
H 2.50310 -0.76256 0.05609 0.48 0.76 0.07 0.068
```
Forces are in eV/Å.

Calculated values
LUMO level ... 0.48 eV
E_HOMO ... -9.03 eV
SMILES string ... CC(=O)C(C)=C(C)C
Gap between HOMO and LUMO ... 9.5 eV
Charge ... 0
Relative energy (zero: lowest compared OMol25 entry of this formula, charge and spin) ... 35.9 kcal/mol
M ... 112.17 g mol⁻¹

=====

(3)
DFT (ωB97M-V/def2-TZVPD) results for a gas-phase ion, C16H30NO3P2 (charge +1).

Structure (XYZ):
```
52
Properties=species:S:1:pos:R:3:forces:R:3:lowdin_charge:R:1
C 0.96889 5.12718 1.16574 0.06 -0.01 0.07 -0.071
C -0.13614 4.52967 2.02664 -0.15 0.25 0.17 -0.246
O 0.32972 3.37456 2.76256 0.06 -0.03 -0.22 -0.194
P -0.11920 1.93135 2.30993 -0.30 0.05 0.15 0.463
O -1.56106 1.61798 2.38406 0.20 -0.12 -0.02 -0.258
C 0.42453 1.71957 0.59705 0.03 0.05 -0.35 -0.192
C 0.74384 0.27368 0.19731 0.00 0.02 0.11 -0.193
C -0.52813 -0.60296 0.12335 0.01 0.12 0.18 -0.143
C -1.26044 -0.52687 -1.18619 -0.14 0.16 0.03 -0.149
C -2.27033 0.43514 -1.31746 0.06 0.05 -0.02 0.049
C -2.97789 0.59765 -2.49879 -0.14 0.22 0.16 0.001
C -2.69097 -0.22520 -3.54926 0.03 -0.15 -0.32 -0.026
N -1.73651 -1.15098 -3.40014 -0.04 -0.01 0.00 0.073
C -1.00030 -1.35130 -2.28094 -0.04 0.05 0.19 -0.277
P 0.18915 -2.75233 -2.54120 -0.01 -0.24 -0.48 1.038
C -0.11021 -3.92209 -1.15872 0.11 -0.14 0.16 -0.412
C 1.14880 -4.77140 -0.92430 -0.10 -0.08 -0.03 -0.149
C 1.82141 -1.95627 -2.27386 -0.20 0.33 -0.08 -0.410
C 1.94035 -0.70375 -3.16010 0.03 -0.11 -0.07 -0.148
O 0.84013 1.08843 3.24390 -0.07 -0.07 -0.24 -0.191
C 0.46856 -0.24175 3.66724 0.08 -0.21 0.28 -0.250
C -0.50875 -0.22807 4.83263 -0.29 -0.06 -0.15 -0.065
H 1.93830 4.80410 1.54912 -0.04 0.03 -0.02 0.086
H 0.89143 4.84414 0.11552 0.03 -0.06 0.04 0.067
H 0.94812 6.21578 1.22195 -0.06 -0.04 -0.06 0.079
H -0.45643 5.24085 2.78760 0.04 -0.08 -0.02 0.123
H -1.02505 4.26245 1.44919 0.04 0.01 0.00 0.111
H 1.25140 2.38598 0.34526 0.07 -0.09 0.19 0.097
H -0.43849 2.06405 0.01434 0.14 0.10 -0.06 0.089
H 1.42586 -0.18114 0.92033 -0.01 0.12 0.01 0.113
H 1.28550 0.29242 -0.75015 -0.18 -0.09 0.09 0.075
H -0.29298 -1.62759 0.39562 0.07 -0.06 -0.19 0.094
H -1.22067 -0.23231 0.88604 0.06 -0.13 0.03 0.102
H -2.50212 1.07251 -0.46994 0.01 -0.08 0.05 0.134
H -3.75150 1.34397 -2.61024 0.03 0.00 0.09 0.130
H -3.19450 -0.18064 -4.50578 0.06 -0.05 0.05 0.147
H -1.53253 -1.77905 -4.17372 0.03 -0.01 0.00 0.140
H -0.92299 -4.57398 -1.48917 0.00 0.07 0.03 0.077
H -0.43603 -3.46001 -0.22950 0.05 0.09 -0.01 0.059
H 1.36641 -5.39477 -1.79475 0.03 0.06 0.05 0.079
H 0.99590 -5.43249 -0.07088 0.00 0.00 -0.07 0.080
H 2.02573 -4.15905 -0.71511 -0.03 -0.01 0.04 0.060
H 2.53920 -2.69933 -2.62357 0.03 -0.04 0.20 0.080
H 2.01820 -1.71939 -1.22786 0.13 -0.12 -0.01 0.071
H 1.63513 0.20112 -2.63365 -0.01 -0.05 -0.10 0.054
H 2.96878 -0.57092 -3.49276 -0.02 0.08 0.05 0.081
H 1.32302 -0.78402 -4.06091 0.08 -0.02 0.02 0.062
H 1.40867 -0.71672 3.94946 0.00 0.15 -0.01 0.122
H 0.06186 -0.81023 2.82752 -0.02 0.09 -0.04 0.094
H -0.45693 0.72183 5.36459 0.18 -0.11 0.09 0.089
H -0.29089 -1.05149 5.51442 0.01 0.11 0.03 0.079
H -1.53787 -0.33830 4.48760 0.07 0.07 -0.02 0.074
```
Forces are in eV/Å.

Calculated values
LUMO level ... -4.01 eV
E_HOMO ... -12.36 eV
SMILES string ... CCOP(=O)(CCCc1ccc[nH+]c1P(CC)CC)OCC
Gap between HOMO and LUMO ... 8.4 eV
Charge ... +1
M ... 346.37 g mol⁻¹

=====

In order of appearance, DFT total energy = -6498.971210; -349.091426; -1590.706654 Eh.